Density functional theory data (wB97M-V/def2-TZVPD) for C26H59O2P3Sn as an isolated structure.

Last column: Mulliken charge in e.
Element x y z (Å)
Sn: -0.3392 -0.2485 -0.4881  0.632
C: 1.6482 -0.3927 -0.8797  -0.305
O: 2.8027 -0.4395 -1.0576  -0.047
C: -2.2872 0.0988 -0.0100  0.200
O: -3.3778 0.3727 0.3073  -0.044
P: -0.2959 2.0131 -1.5412  1.192
C: -0.6553 1.9947 -3.3815  0.100
H: -0.6443 3.0321 -3.7354  0.558
C: -1.6146 3.1922 -0.9146  0.441
H: -2.5069 2.5575 -0.9896  0.316
C: 1.3820 2.8502 -1.5000  0.317
H: 1.9900 2.0971 -2.0191  0.472
C: 1.1585 -3.4762 0.6832  0.150
P: -0.3610 -2.6683 -0.0410  0.279
H: -1.0865 -4.2015 -1.8661  0.872
H: 1.9025 -3.2943 -0.1023  0.686
C: -1.8018 -3.5023 0.8060  0.223
H: -1.5702 -4.5740 0.8520  0.763
C: -1.4275 3.5280 0.5722  -1.359
H: -2.3514 3.9654 0.9675  0.616
H: -0.6271 4.2606 0.7126  0.417
H: -1.1871 2.6407 1.1615  -0.035
C: -1.8792 4.4652 -1.7312  -1.429
H: -1.0484 5.1716 -1.6634  0.298
H: -2.7699 4.9657 -1.3318  0.466
H: -2.0653 4.2580 -2.7888  0.376
C: 1.5162 4.1764 -2.2615  -1.640
H: 1.0958 4.1340 -3.2703  0.366
H: 2.5783 4.4342 -2.3538  0.473
H: 1.0291 4.9932 -1.7218  0.405
C: 1.9564 2.9820 -0.0822  -1.524
H: 3.0181 3.2478 -0.1454  0.647
H: 1.8672 2.0502 0.4776  -0.420
H: 1.4489 3.7681 0.4832  0.343
C: 0.4223 1.2137 -4.1456  -1.343
H: 1.3949 1.7119 -4.1047  0.309
H: 0.1382 1.1148 -5.2000  0.549
H: 0.5487 0.2067 -3.7325  0.154
C: -2.0522 1.4109 -3.6360  -1.306
H: -2.1336 0.3992 -3.2249  0.111
H: -2.2492 1.3585 -4.7134  0.576
H: -2.8390 2.0168 -3.1775  0.294
C: 1.0299 -4.9891 0.9010  -1.684
H: 0.6411 -5.5052 0.0162  0.405
H: 0.3644 -5.2111 1.7419  0.483
H: 2.0113 -5.4173 1.1364  0.444
C: 1.6606 -2.7559 1.9429  -0.907
H: 0.9888 -2.9049 2.7929  0.365
C: -1.1351 -2.1471 -2.5649  -1.249
H: 1.7530 -1.6814 1.7717  -0.356
H: 2.6448 -3.1507 2.2208  0.596
C: 0.9077 -3.6114 -2.4398  -1.485
H: -0.5035 -1.2222 -2.4876  -0.209
H: -1.1794 -2.3241 -3.6473  0.597
H: -2.1448 -1.9420 -2.2074  0.232
C: -0.4559 -3.3052 -1.8102  0.406
H: 0.7784 -3.8400 -3.5046  0.499
H: 1.3935 -4.4710 -1.9708  0.416
H: 1.5806 -2.7511 -2.3609  0.262
C: -3.1061 -3.3208 0.0184  -1.294
H: -3.3447 -2.2610 -0.1072  0.182
H: -3.9315 -3.7839 0.5716  0.512
H: -3.0637 -3.7910 -0.9688  0.376
C: -1.9548 -2.9473 2.2297  -1.225
H: -2.0731 -1.8590 2.2032  0.292
H: -1.0883 -3.1763 2.8554  0.248
H: -2.8416 -3.3808 2.7065  0.559
H: -0.5354 -1.9990 -5.9620  0.033
H: -0.5282 -1.2821 -6.1587  0.011
C: -0.2464 2.8658 3.7001  -1.355
C: 0.9853 2.0902 3.2107  -0.545
P: 0.7430 0.7218 1.9355  1.444
C: 2.6664 0.4533 1.9909  -0.411
C: 3.2833 -0.0549 3.3099  -1.360
C: -0.3900 -0.2323 2.9631  1.419
C: -0.0854 -0.4495 4.4531  -1.641
H: -0.6305 3.5683 2.9563  0.220
H: 0.0618 3.5126 4.5493  0.464
H: -1.0668 2.2132 4.0513  0.290
H: 1.6968 2.8469 2.8196  0.534
H: 1.4264 1.6757 4.1255  0.500
H: 3.0260 -0.2466 1.2329  0.484
H: 3.2372 1.3782 1.7734  0.533
H: 2.8758 -1.0333 3.6148  0.238
H: 4.3736 -0.2009 3.1532  0.425
H: 3.2059 0.6507 4.1531  0.382
H: -0.2549 -1.1857 2.5104  -2.040
H: -1.4192 0.1632 2.8375  0.622
H: -0.1816 0.4640 5.0654  0.377
H: -0.8218 -1.1750 4.8585  0.490
H: 0.9189 -0.8815 4.6029  0.271

Atoms 1-2, force components in eV/Å:
Sn 0.635 1.199 1.504
C 11.113 -0.630 -2.119

Properties
**Net charge**: +4
**Energy above the lowest of the compared OMol25 structures with the same formula, charge and spin**: 196.9 kJ/mol
**LUMO level**: -14.7 eV
**Kohn-Sham gap**: 0.261 Eh
**Multiplicity**: 1

Density functional theory data (wB97M-V/def2-TZVPD) for C5H9N2 as an isolated structure.

Last column: Mulliken charge in e.
Element x y z (Å)
C: 0.8686 1.4345 -0.6810  0.365
C: 1.7974 1.5634 0.2324  -0.832
C: -1.0311 -0.2290 0.0267  -0.588
C: -0.5456 1.3014 -0.9938  0.024
C: -0.4553 -1.1391 1.1121  -0.190
N: 0.3587 1.0658 -1.9448  -0.225
N: -0.2251 -2.4162 0.9480  -0.411
H: 2.9105 1.5654 0.0525  0.231
H: 1.5177 1.8656 1.1511  0.329
H: -1.6239 0.4436 0.6489  0.267
H: -1.4761 -0.9759 -0.6758  0.302
H: -1.5004 1.8043 -0.8917  0.436
H: -0.2718 -0.5917 1.9957  0.429
H: -0.2867 -3.1728 1.6472  0.281
H: 0.5694 0.2966 -2.5921  0.315
H: -0.6065 -2.8158 -0.0354  0.266

Atoms 1-2, force components in eV/Å:
C -1.045 0.438 0.226
C 2.856 -0.391 -3.312

Properties
**Net charge**: +1
**Energy above the lowest of the compared OMol25 structures with the same formula, charge and spin**: 408.8 kJ/mol
**LUMO level (spin up / spin down)**: -3.0 / -7.9 eV
**Kohn-Sham gap (spin up / spin down)**: 0.274 / 0.213 Eh
**Multiplicity**: 3

Density functional theory data (wB97M-V/def2-TZVPD) for one molecule with the formula C8H8.

Last column: Mulliken charge in e.
Element x y z (Å)
C: -0.1971 1.7196 0.4341  -1.630
C: 0.7005 0.6254 -0.0112  0.170
C: 0.6159 0.1379 -1.4739  0.084
C: -0.9321 0.0337 -1.7879  -0.648
C: -0.1568 -0.7509 -0.7452  -0.225
C: 0.3560 -0.9049 0.5617  0.826
C: 1.0710 -1.7138 1.4801  -0.633
C: -0.1219 -1.3439 1.8965  -0.609
H: -1.1589 1.3824 0.4974  0.558
H: 0.0610 2.5541 -0.1780  0.329
H: 0.1830 1.9602 1.3973  0.361
H: 1.4902 0.0069 -2.2203  0.238
H: -1.7243 0.7827 -1.5763  0.190
H: -1.1543 -0.7469 -2.5780  0.252
H: 1.8640 -2.3770 1.6318  0.382
H: -0.8960 -1.3655 2.6719  0.357

Atoms 1-2, force components in eV/Å:
C 2.957 -0.174 0.048
C -0.461 -3.231 -1.428

Properties
**Net charge**: 0
**Energy above the lowest of the compared OMol25 structures with the same formula, charge and spin**: 770.2 kJ/mol
**LUMO level**: 1.1 eV
**Kohn-Sham gap**: 0.317 Eh
**Structure (SMILES)**: C[C@]12[C@@H]3C[C@]31C21C=C1
**Multiplicity**: 1

Density functional theory data (wB97M-V/def2-TZVPD) for one molecule with the formula C3H3NO.

Last column: Mulliken charge in e.
Element x y z (Å)
C: 0.1839 -0.7375 0.6368  -0.203
C: -2.0419 0.1785 -0.0089  0.442
C: 1.2155 -0.0087 -0.1363  -0.663
N: -1.1147 -0.5494 0.3578  -0.101
O: -3.0959 0.5710 -0.2115  -0.338
H: 1.9649 0.3144 0.6388  0.275
H: 0.9360 0.9113 -0.6156  0.310
H: 1.9523 -0.6795 -0.6611  0.277

Atoms 1-2, force components in eV/Å:
C -0.528 -1.016 -0.195
C 1.902 -1.832 0.274

Properties
**Net charge**: 0
**Energy above the lowest of the compared OMol25 structures with the same formula, charge and spin**: 271.0 kJ/mol
**LUMO level**: -0.3 eV
**Kohn-Sham gap**: 0.293 Eh
**Multiplicity**: 1

Density functional theory data (wB97M-V/def2-TZVPD) for C23H43CoN2OP3Se as an isolated structure.

Last column: Mulliken charge in e.
Element x y z (Å)
Co: 0.8038 -1.0959 0.2376  0.210
P: -0.7283 -2.3689 0.8177  1.111
P: 2.0781 -1.1291 1.9305  0.546
P: 1.8898 -2.0623 -1.2386  0.559
H: -2.6393 3.4957 -5.8664  0.402
C: -2.5957 2.4903 -6.2991  -0.842
C: -3.2946 1.4646 -5.7936  -0.310
H: -3.9937 1.6033 -4.9607  0.338
C: -2.2760 -1.7373 1.5822  -1.300
C: -0.4321 -3.7838 1.9528  -1.360
C: -1.4590 -3.1557 -0.6615  -1.438
C: 3.3319 0.2121 2.0305  -1.290
C: 1.2468 -0.9407 3.5542  -1.193
C: 3.1637 -2.5830 2.2203  -1.404
C: 1.2029 -2.0458 -2.9260  -1.091
C: 2.2903 -3.8365 -0.9973  -1.152
C: 3.5422 -1.3493 -1.5403  -1.041
H: -2.0178 2.4116 -7.2263  0.336
H: -3.2611 0.4707 -6.2508  0.296
H: -2.3689 -0.6619 1.3746  0.315
H: -2.2414 -1.8765 2.6708  0.375
H: -3.1372 -2.2853 1.1700  0.521
H: -0.2992 -3.4362 2.9819  0.391
H: 0.4547 -4.3468 1.6570  0.313
H: -1.3031 -4.4541 1.9276  0.472
H: -1.7958 -2.3779 -1.3584  0.358
H: -2.3203 -3.7584 -0.3445  0.589
H: -0.7373 -3.7991 -1.1768  0.326
H: 3.9426 0.0511 2.9283  0.523
H: 2.8387 1.1920 2.0947  0.403
H: 3.9810 0.2019 1.1454  0.353
H: 2.0031 -1.0193 4.3468  0.624
H: 0.4846 -1.7146 3.7096  0.265
H: 0.7615 0.0412 3.6128  0.304
H: 3.7347 -2.3958 3.1404  0.569
H: 3.8708 -2.7175 1.3900  0.405
H: 2.5718 -3.4984 2.3453  0.356
H: 1.8722 -2.6284 -3.5731  0.542
H: 1.1398 -1.0112 -3.2869  0.266
H: 0.1982 -2.4847 -2.9452  0.351
H: 2.9036 -4.1623 -1.8472  0.529
H: 1.3787 -4.4462 -0.9551  0.313
H: 2.8544 -3.9917 -0.0688  0.343
H: 4.0035 -1.9175 -2.3610  0.507
H: 4.1752 -1.4227 -0.6434  0.333
H: 3.4407 -0.2938 -1.8278  0.239
C: 0.6382 1.6252 -1.9378  0.803
C: -0.6282 1.3374 -2.4413  -0.745
C: -0.9142 1.6564 -3.7666  0.048
C: 0.0228 2.2614 -4.6015  -0.052
C: 1.3063 2.5263 -4.1045  -0.890
C: 1.6141 2.2137 -2.7731  -0.370
Se: 1.0437 1.2958 -0.0602  0.102
H: -0.1974 0.6486 0.5998  0.096
H: -1.3853 0.8804 -1.8046  0.451
H: -1.9000 1.4419 -4.1546  -0.154
H: -0.2511 2.5292 -5.6174  0.386
H: 2.0467 2.9823 -4.7628  0.453
H: 2.6070 2.4314 -2.3645  0.517
N: -2.7806 5.7318 4.0099  -0.348
C: -2.7886 4.4812 4.5927  0.284
O: -3.2384 4.2860 5.7148  -0.548
C: -2.2930 3.3622 3.7098  0.817
C: -2.1835 3.4809 2.3162  -0.860
C: -1.8233 2.3592 1.5655  -0.391
N: -1.5370 1.1818 2.1340  0.020
C: -1.6470 1.0527 3.4653  -0.170
C: -2.0202 2.1158 4.2877  -0.931
H: -3.0575 6.5054 4.6009  0.266
H: -2.1926 5.9303 3.2172  0.183
H: -2.4074 4.3923 1.7758  0.400
H: -1.7217 2.4381 0.4779  0.391
H: -1.4658 0.0650 3.8979  0.470
H: -2.1048 1.9418 5.3515  0.513

Atoms 1-2, force components in eV/Å:
Co -0.293 1.968 0.141
P -4.336 -2.762 1.166

Properties
**Net charge**: +3
**Energy above the lowest of the compared OMol25 structures with the same formula, charge and spin**: 185.2 kJ/mol
**LUMO level (spin up / spin down)**: -8.8 / -13.3 eV
**Kohn-Sham gap (spin up / spin down)**: 0.266 / 0.101 Eh
**Multiplicity**: 5